{
  "formula": "C26H39N3O4",
  "method": "ωB97M-V/def2-TZVPD",
  "e_above_lowest_ev": 24.072,
  "homo_lumo_gap_ev": 6.6,
  "charge": 0,
  "smiles": "C=Cc1c(N)c(CCCCCOCC)c2nccnc2c1C[C@@H]1CO1.CC(C)=O.CC(C)=O",
  "e_homo_ha": -0.294,
  "lumo_energy_ev": -1.37,
  "e_tot_ha": -1478.52336,
  "elements": ["C", "C", "C", "C", "N", "C", "C", "C", "C", "C", "C", "O", "C", "C", "C", "N", "C", "C", "N", "C", "C", "C", "C", "C", "O", "H", "H", "H", "H", "H", "H", "H", "H", "H", "H", "H", "H", "H", "H", "H", "H", "H", "H", "H", "H", "H", "H", "H", "H", "H", "H", "H", "C", "C", "C", "O", "H", "H", "H", "H", "H", "H", "C", "C", "C", "O", "H", "H", "H", "H", "H", "H"],
  "positions_angstrom": [[-4.86288, -2.08233, -0.12734], [-4.28858, -0.72610, -0.38307], [-2.64807, -0.55767, -0.10548], [-1.52960, -1.42747, -0.97075], [-2.14160, -2.39044, -2.00370], [0.12330, -1.25974, -0.75865], [1.03085, -2.16563, -1.75386], [2.49009, -2.64563, -1.24950], [2.57990, -3.32035, 0.23567], [2.01969, -4.89386, 0.29652], [1.21872, -4.99694, 1.75065], [0.46476, -6.25480, 1.90388], [-0.95934, -6.06860, 1.55372], [-1.13758, -6.29525, -0.07110], [0.63673, -0.17683, 0.38215], [2.12152, -0.01752, 0.54925], [2.51237, 0.94627, 1.62536], [1.39883, 1.74508, 2.50025], [-0.09581, 1.68848, 2.36767], [-0.41228, 0.69348, 1.28085], [-2.04923, 0.49833, 0.99391], [-3.13945, 1.40684, 1.84449], [-3.52415, 2.69532, 0.67289], [-2.29785, 2.94064, -0.53188], [-2.59908, 3.95425, 0.72771], [-4.52950, -2.65550, 0.86430], [-5.57809, -2.64709, -0.87198], [-4.92330, 0.20365, -0.77605], [-2.04253, -2.01968, -2.97260], [-1.76623, -3.35605, -1.89083], [0.39914, -3.14933, -1.99684], [1.09853, -1.58801, -2.79641], [2.95673, -3.37602, -2.06609], [3.21080, -1.69668, -1.22911], [3.73324, -3.30414, 0.54397], [2.03581, -2.63933, 1.01518], [2.96933, -5.61536, 0.30582], [1.32632, -5.07795, -0.62978], [2.07170, -4.85814, 2.57415], [0.53820, -4.02264, 1.86553], [-1.58018, -6.86961, 2.18343], [-1.39905, -5.02237, 1.85673], [-2.07629, -6.99107, -0.21777], [-1.23871, -5.23820, -0.57462], [-0.12568, -6.79115, -0.45521], [3.64919, 1.12044, 1.84262], [1.82267, 2.46695, 3.35203], [-4.16344, 0.86602, 2.03640], [-2.68990, 1.94716, 2.78015], [-4.72109, 2.81739, 0.31716], [-1.17287, 2.93994, -0.19246], [-2.60995, 3.37473, -1.57495], [-2.91024, 6.94821, 0.60078], [-2.66079, 8.24006, 1.33222], [-1.63569, 8.22654, 2.43450], [-3.27122, 9.26718, 1.04043], [-3.67439, 7.10782, -0.16739], [-1.99050, 6.61289, 0.11489], [-3.27005, 6.18904, 1.29969], [-0.65916, 7.94814, 2.03024], [-1.93884, 7.52427, 3.21511], [-1.56117, 9.22735, 2.87297], [6.26442, 1.30306, -3.79600], [5.33683, 0.65305, -2.80446], [4.43418, 1.55407, -2.00482], [5.31731, -0.56742, -2.65343], [6.85555, 0.53105, -4.30004], [5.68444, 1.84546, -4.54692], [6.94559, 1.98235, -3.27750], [3.77267, 2.10765, -2.67600], [5.03393, 2.24453, -1.40650], [3.82097, 0.94720, -1.33019]]
}